ORCA calculation (ωB97M-V/def2-TZVPD) on a molecular structure, C27H30IN7O4RhS2Si in a non-equilibrium geometry.

The geometry in XYZ format:
```
73
Properties=species:S:1:pos:R:3:forces:R:3:lowdin_charge:R:1
Rh -0.359995 -0.428741 0.884980 0.603 -0.647 1.265 1.22
C 0.379248 1.914230 3.828279 0.008 -0.035 0.043 -0.01
C -0.337928 2.329334 2.578875 0.026 0.112 0.126 -0.29
C -0.623024 3.658671 2.331896 -0.028 -0.082 0.049 -0.03
C -1.255065 4.023583 1.141310 -0.005 -0.055 -0.135 -0.04
C -1.653058 3.069087 0.230532 0.009 0.316 0.443 -0.01
C -1.447613 1.735150 0.591416 -0.105 -0.339 -0.684 -0.41
N -0.757642 1.390357 1.716737 0.071 0.547 -0.772 0.03
N -1.745905 0.613504 -0.114192 -0.421 0.141 0.298 -0.16
Si -2.656139 0.459912 -1.601041 0.222 -0.006 -0.265 0.42
C -4.096736 1.652856 -1.574431 -0.036 -0.027 0.028 -0.16
C -1.541756 0.812203 -3.068173 -0.039 -0.004 0.050 -0.15
C -3.354395 -1.267306 -1.763375 -0.027 0.015 0.013 -0.16
H -0.071380 2.410591 4.687629 0.034 0.021 -0.002 0.09
H 1.429106 2.210654 3.795451 0.004 -0.011 -0.021 0.09
H 0.324810 0.840912 3.986271 -0.035 0.004 -0.013 0.06
H -0.340663 4.408307 3.057181 0.019 -0.015 0.009 0.12
H -1.413513 5.072865 0.926869 -0.006 -0.002 -0.012 0.12
H -2.080508 3.328883 -0.724436 -0.074 -0.010 0.020 0.10
H -3.845607 2.661875 -1.900490 0.026 -0.005 -0.006 0.03
H -4.540962 1.722569 -0.578458 -0.007 0.002 -0.005 0.04
H -4.870770 1.280987 -2.250492 0.005 0.002 -0.005 0.04
H -1.271332 1.870416 -3.102985 0.019 -0.006 0.001 0.04
H -2.025188 0.561815 -4.014872 -0.032 0.024 0.009 0.04
H -0.605702 0.251724 -3.014066 0.006 0.021 -0.011 0.01
H -4.247837 -1.390660 -1.149963 -0.006 -0.006 -0.006 0.02
H -2.666029 -2.082215 -1.535772 -0.011 0.048 0.016 0.01
H -3.672917 -1.385809 -2.802903 0.006 -0.036 0.004 0.05
C 3.234776 0.494463 1.906262 -0.074 -0.049 -0.117 -0.05
C 2.483303 -0.606430 2.571866 0.062 0.084 -0.069 -0.60
N 1.216936 -0.872135 2.401240 -0.407 -0.532 -0.438 0.00
C 0.762555 -1.818258 3.298481 0.044 -0.016 0.054 -0.33
C 1.718243 -2.337447 4.105476 0.011 0.035 0.023 -0.31
S 3.211990 -1.577876 3.779947 -0.019 0.041 0.024 1.14
C -0.679392 -2.030758 3.350812 0.011 -0.123 -0.001 -0.33
C -1.387185 -2.766195 4.241564 0.006 0.029 -0.059 -0.31
S -3.057086 -2.625869 3.912768 0.040 0.011 -0.009 1.15
C -2.738877 -1.591799 2.590341 -0.061 0.052 0.098 -0.59
N -1.459598 -1.367281 2.417390 0.044 0.163 -0.353 -0.04
C -3.840578 -1.049402 1.753605 0.006 0.032 0.004 -0.05
H 2.565765 1.050596 1.253974 -0.030 -0.014 -0.066 0.08
H 4.070320 0.108629 1.325511 0.019 -0.008 -0.056 0.10
H 3.624775 1.180487 2.660056 0.032 -0.049 -0.014 0.09
H 1.617655 -3.083243 4.876019 -0.003 -0.003 -0.006 0.09
H -1.010041 -3.347776 5.065567 -0.030 -0.014 0.008 0.09
H -4.731483 -0.875729 2.354733 -0.002 -0.016 0.004 0.09
H -4.090209 -1.764036 0.968821 0.000 0.004 -0.001 0.08
H -3.520366 -0.121722 1.285193 -0.002 -0.022 -0.006 0.06
I -1.088385 -6.328907 -0.892926 0.013 0.043 0.003 0.92
C -0.672989 -4.314117 -0.877787 -0.036 -0.061 0.049 -0.76
C -0.240105 -3.534896 -1.927664 0.017 0.150 0.003 -0.10
N -0.104761 -2.288232 -1.451618 -0.400 -0.079 -0.006 0.02
N -0.427899 -2.213642 -0.159115 0.144 0.027 -0.014 -0.08
C -0.775875 -3.439609 0.210601 0.070 -0.041 -0.054 -0.16
H -0.025147 -3.774407 -2.954824 0.001 -0.012 0.006 0.14
H 0.168328 -1.440467 -1.926180 -0.018 -0.121 -0.028 0.13
H -1.064750 -3.659100 1.224026 -0.020 -0.007 0.006 0.11
O 2.259537 -1.471555 -0.500628 0.321 0.157 0.393 0.04
C 1.932838 -0.375532 -0.920397 -0.033 0.217 -0.293 -0.62
O 0.849447 0.280542 -0.593590 -0.021 0.119 0.412 -0.18
C 2.731675 0.310647 -1.998654 0.100 0.025 0.061 -0.12
C 3.900577 -0.301359 -2.441121 -0.032 -0.036 -0.039 0.01
C 4.666664 0.290280 -3.430771 0.009 0.023 0.026 0.02
C 4.230774 1.488824 -3.964965 0.146 0.179 0.265 -0.13
C 3.072737 2.118323 -3.549076 0.009 0.004 0.016 0.02
C 2.321910 1.521005 -2.550116 0.013 0.032 0.028 0.00
N 5.040378 2.127115 -5.027397 -0.608 -0.765 -0.863 -0.35
O 4.550795 3.077407 -5.600217 0.192 0.324 0.293 0.09
O 6.056044 1.557924 -5.365281 0.267 0.245 0.283 0.09
H 4.192088 -1.246690 -2.004395 0.010 0.011 0.011 0.12
H 5.581410 -0.155787 -3.791167 -0.005 -0.001 0.001 0.12
H 2.780463 3.053750 -4.001996 0.005 0.006 0.001 0.12
H 1.421207 1.994492 -2.186167 -0.017 -0.016 -0.012 0.11
```
Forces are in eV/Å.

The maximum force comes out at 1.54 eV/A. The value obtained for the total energy is -3225.10541 Eh. The spin multiplicity is 1. The charge is +1. The relative energy (zero: lowest compared OMol25 entry of this formula, charge and spin) comes out at 12.15 kcal per mole. The LUMO energy comes out at -2.82 eV. Its orbital gap is 7.89 eV.

ORCA calculation (ωB97M-V/def2-TZVPD) on a molecular structure, C27H30IrNO in a non-equilibrium geometry.

The geometry in XYZ format:
```
60
Properties=species:S:1:pos:R:3:forces:R:3:lowdin_charge:R:1
Ir 0.723461 0.076984 -0.460256 0.103 -0.327 0.347 0.37
C 0.965984 -2.107630 -0.887386 -0.800 -0.618 -0.415 -0.22
C -0.443854 -1.882238 -0.766044 0.680 -0.485 0.122 -0.20
C -0.828856 -0.897879 -1.727607 0.728 -0.083 -1.104 -0.23
H -1.135590 -2.374384 -0.082268 0.396 0.292 -0.178 0.07
C 0.343981 -0.518936 -2.476340 -0.767 -0.889 -0.689 -0.23
C 1.464578 -1.248149 -1.933842 -0.110 -0.169 -0.430 -0.23
H 2.491128 -1.199150 -2.293653 -0.347 0.021 0.227 0.09
H 1.573239 -2.790032 -0.304390 -0.298 0.128 -0.145 0.08
H -1.828083 -0.546438 -1.923798 0.241 -0.137 0.200 0.07
H 0.364953 0.187458 -3.297957 0.087 -0.158 0.124 0.10
C 1.299025 0.983417 1.613526 0.857 0.579 0.947 -0.22
C 2.366727 1.018752 0.660726 -0.427 0.102 0.080 -0.21
C 1.923303 1.799764 -0.478408 0.053 0.813 0.243 -0.24
H 3.346814 0.563845 0.769614 -0.258 0.134 -0.061 0.09
C 0.568839 2.218894 -0.208997 0.442 1.073 0.304 -0.25
C 0.184722 1.671871 1.063084 -0.015 -0.014 -0.297 -0.21
H -0.791597 1.778730 1.534935 0.420 -0.110 -0.266 0.09
H 1.317319 0.481422 2.579950 0.082 0.245 -0.473 0.07
H 2.498777 2.043546 -1.369932 -0.132 -0.078 0.395 0.10
H -0.031301 2.840082 -0.866135 0.147 -0.158 0.260 0.08
O -2.286743 0.815237 0.006803 -1.117 0.066 -0.048 -0.18
C -3.056607 1.783129 -0.759658 -0.072 -0.129 0.288 -0.58
C -4.362136 0.976915 -0.559988 0.418 0.235 0.072 -0.20
C -2.577229 1.890392 -2.176644 0.089 0.217 -0.460 -0.05
C -3.025121 3.124940 -0.066978 -0.085 0.280 -0.084 -0.06
C -3.492934 0.050245 0.284492 0.418 -0.110 0.292 -0.20
H -4.735644 0.517817 -1.476254 -0.188 0.160 0.153 0.07
H -5.119525 1.527611 -0.003945 -0.176 -0.180 -0.186 0.07
H -3.715004 0.060400 1.362013 0.049 -0.254 -0.268 0.10
H -3.380848 -0.973885 -0.094625 -0.135 0.089 0.267 0.09
H -3.144117 2.668378 -2.695704 -0.046 -0.033 -0.018 0.08
H -2.714873 0.953747 -2.713958 -0.008 0.078 -0.087 0.07
H -1.519528 2.165524 -2.212818 -0.071 -0.108 0.002 0.07
H -3.844937 3.746345 -0.445632 0.112 0.022 0.093 0.08
H -2.077870 3.632111 -0.280011 -0.092 0.004 0.145 0.07
H -3.131078 3.003687 1.013746 -0.061 0.022 -0.072 0.08
C 4.118034 -3.307935 3.702154 0.118 -0.057 0.011 -0.10
C 4.090448 -2.765959 2.408388 -0.195 0.003 0.095 -0.10
C 2.913535 -2.239110 1.908418 -0.015 0.179 -0.329 -0.01
C 1.698123 -2.275059 2.667526 -0.257 0.138 0.356 -0.26
C 1.766754 -2.825947 3.981674 0.034 -0.067 0.136 -0.01
C 2.956540 -3.328527 4.487092 -0.155 0.147 -0.181 -0.11
N 0.563055 -1.781990 2.137943 0.603 -0.568 -0.774 0.14
C -0.674441 -1.808984 2.729624 -1.196 -0.143 1.216 -0.29
C -1.596275 -2.868028 2.487051 0.922 0.309 0.157 -0.06
C -2.668194 -3.070498 3.347908 -0.048 0.288 0.065 -0.18
C -2.897819 -2.190122 4.411001 -0.045 0.020 -0.078 -0.19
C -2.148957 -1.013986 4.501863 -0.213 -0.155 -0.265 -0.14
C -1.100371 -0.785468 3.621853 0.808 -0.463 -0.178 -0.04
H 5.053746 -3.706354 4.103776 -0.302 0.112 -0.120 0.09
H 4.989252 -2.742040 1.783688 -0.339 0.014 0.344 0.08
H 2.912557 -1.785111 0.913170 -0.148 -0.135 0.445 0.09
H 0.852049 -2.828632 4.572158 0.187 -0.081 -0.051 0.11
H 2.983235 -3.730638 5.500934 0.017 0.066 -0.267 0.09
H -1.378147 -3.548105 1.663362 -0.069 -0.045 0.338 0.09
H -3.323113 -3.930933 3.193704 0.201 0.254 0.049 0.07
H -3.687458 -2.393221 5.132798 0.108 0.076 -0.224 0.07
H -2.368017 -0.269839 5.270560 -0.022 -0.198 -0.246 0.08
H -0.512687 0.131292 3.651553 -0.109 -0.215 0.218 0.09
```
Forces are in eV/Å.

The maximum force comes out at 1.71 eV/A. The value obtained for the total energy is -1280.86062 Eh. The spin multiplicity is 5. The charge is -2. The relative energy (zero: lowest compared OMol25 entry of this formula, charge and spin) comes out at 0.00 kcal per mole. The LUMO energy (spin up / spin down) comes out at 4.18 / 2.77 eV. Its orbital gap (spin up / spin down) is 1.70 / 5.82 eV. The expectation value of S² is 6.054.

ORCA calculation (ωB97M-V/def2-TZVPD) on a molecular structure, C27H30N10O2RuS2SeSi.

The geometry in XYZ format:
```
74
Properties=species:S:1:pos:R:3:forces:R:3:lowdin_charge:R:1
Ru 0.961509 -0.754883 0.283081 0.484 0.242 0.203 1.36
C 2.036863 1.276993 3.178218 0.037 -0.039 0.037 -0.06
C 2.172798 -0.206895 3.185598 -0.021 0.025 -0.041 -0.59
N 1.921486 -1.007563 2.183043 -0.110 -0.089 0.057 -0.07
C 2.212190 -2.331194 2.478298 -0.001 -0.004 -0.116 -0.34
C 2.658044 -2.533631 3.736680 0.013 -0.025 0.053 -0.31
S 2.744775 -1.041112 4.563592 0.020 -0.010 0.053 1.13
C 2.116823 -3.293866 1.380805 -0.008 0.116 0.006 -0.32
C 2.432738 -4.609844 1.364000 0.037 -0.034 0.026 -0.30
S 2.348735 -5.203221 -0.238512 0.039 -0.097 0.005 1.13
C 1.878835 -3.668294 -0.816205 0.018 0.126 0.011 -0.62
N 1.771791 -2.783036 0.141905 -0.151 -0.046 0.002 -0.06
C 1.668138 -3.376949 -2.265282 -0.010 -0.028 0.053 -0.05
H 1.913254 1.631104 2.160074 0.015 0.011 -0.022 0.06
H 2.925524 1.731221 3.617033 -0.024 -0.002 0.014 0.09
H 1.164781 1.588136 3.755129 -0.001 -0.021 -0.030 0.08
H 2.959929 -3.458850 4.200487 -0.011 0.046 -0.023 0.09
H 2.745223 -5.236524 2.184398 -0.024 0.033 -0.057 0.09
H 2.475999 -3.805197 -2.857807 -0.011 0.004 0.008 0.09
H 1.653457 -2.299691 -2.418497 -0.016 0.022 0.003 0.07
H 0.727525 -3.797958 -2.622335 -0.016 0.000 0.001 0.08
O 3.236159 -0.488509 -0.118416 0.059 -0.137 0.138 -0.18
N 3.660630 0.370385 -0.941482 0.029 0.010 -0.001 0.01
N 2.726017 0.981637 -1.545432 -0.135 0.069 -0.077 -0.20
O 1.467506 0.716820 -1.275903 0.085 0.098 -0.236 -0.35
C 3.031933 2.029097 -2.480719 -0.036 -0.043 0.035 -0.17
C 4.305317 2.118686 -3.025151 -0.027 0.010 -0.036 -0.02
C 4.570777 3.143811 -3.917327 0.004 -0.006 -0.001 -0.07
C 3.580477 4.055189 -4.261115 0.014 0.003 -0.001 -0.07
C 2.315585 3.944854 -3.705597 -0.044 0.006 0.006 -0.07
C 2.029529 2.927337 -2.806006 0.037 0.033 -0.010 -0.02
H 5.065949 1.400826 -2.756499 -0.006 0.000 0.006 0.11
H 5.557805 3.225609 -4.351876 0.000 0.002 0.001 0.11
H 3.797526 4.850645 -4.961372 -0.004 -0.009 0.004 0.11
H 1.543187 4.656338 -3.968525 0.020 -0.019 0.013 0.11
H 1.055177 2.837764 -2.347766 0.004 -0.017 -0.002 0.10
N -5.191856 -1.185735 0.857002 0.007 -0.024 -0.039 0.18
C -3.860168 -1.050558 0.974993 -0.005 -0.172 0.120 -0.49
N -3.261526 -0.050096 0.317975 0.100 0.050 -0.046 0.21
N -3.235830 -1.951227 1.718669 0.136 0.135 -0.155 0.13
C -1.928339 -1.901958 1.797988 -0.009 -0.010 0.266 -0.35
N -0.770626 -1.949737 1.915141 -0.258 -0.049 -0.132 0.14
H -5.759160 -0.523425 0.361125 0.018 -0.001 0.023 0.11
H -5.629781 -1.954087 1.332620 -0.006 0.006 0.015 0.12
H -3.812831 0.632458 -0.171708 -0.029 0.039 -0.015 0.11
H -2.304004 0.223221 0.535848 -0.033 -0.004 0.046 0.04
C -1.422180 3.331516 3.732765 0.011 -0.019 0.056 -0.18
Si -1.639340 3.277121 1.877105 0.018 0.072 -0.052 0.42
C -3.458641 3.169412 1.452298 -0.052 -0.047 -0.016 -0.19
C -0.874270 4.768612 1.060889 0.015 0.045 -0.009 -0.18
C -0.774653 1.786653 1.227316 0.032 -0.085 0.063 -0.20
C -0.106820 0.821226 0.894285 -0.163 -0.098 -0.039 -0.28
H -2.201483 3.937989 4.201662 0.046 0.000 -0.025 0.03
H -0.457250 3.766591 4.004934 -0.017 -0.035 -0.009 0.03
H -1.476245 2.327936 4.161998 -0.030 0.037 -0.005 0.03
H -3.984727 4.055723 1.816067 0.020 -0.022 -0.018 0.04
H -3.921720 2.295162 1.917026 0.001 0.028 -0.010 0.02
H -3.610484 3.115817 0.369999 0.008 0.010 0.040 0.03
H -1.323103 5.694388 1.430367 0.016 -0.029 -0.016 0.04
H -1.007946 4.735474 -0.023104 -0.003 0.001 0.037 0.03
H 0.198622 4.808883 1.263889 -0.031 0.009 -0.006 0.03
Se -0.858590 0.233740 -2.519831 -0.005 -0.048 0.094 1.12
N -0.541719 -1.085811 -1.227390 -0.019 0.013 -0.268 -0.30
C -1.421988 -2.074041 -1.441897 -0.055 -0.047 0.081 -0.39
C -1.464019 -3.291202 -0.756534 0.100 -0.022 0.020 0.00
C -2.463685 -4.263903 -1.070283 0.002 -0.028 0.025 -0.05
C -3.382406 -4.017546 -2.035630 -0.015 0.067 -0.060 -0.04
C -3.356559 -2.777367 -2.765753 -0.062 -0.129 0.031 0.05
C -2.391386 -1.825437 -2.487570 0.045 0.108 -0.028 -0.42
N -2.292525 -0.658594 -3.144657 -0.001 -0.015 -0.007 -0.22
H -0.742197 -3.491693 0.023998 -0.069 0.006 -0.061 0.09
H -2.476467 -5.192518 -0.516095 -0.006 0.019 -0.009 0.12
H -4.144434 -4.747348 -2.273893 0.016 0.005 0.012 0.11
H -4.083652 -2.578872 -3.542127 0.018 0.004 0.014 0.12
```
Forces are in eV/Å.

The maximum force comes out at 0.58 eV/A. The value obtained for the total energy is -5326.74139 Eh. The spin multiplicity is 6. The charge is +1. The relative energy (zero: lowest compared OMol25 entry of this formula, charge and spin) comes out at 0.00 kcal per mole. The LUMO energy (spin up / spin down) comes out at -2.24 / -5.51 eV. Its orbital gap (spin up / spin down) is 7.23 / 5.19 eV. The expectation value of S² is 8.809.

Look up the maximum force of the first one.
1.54 eV/A

Which of these has the lowest charge?
C27H30IrNO

Which of these has the highest maximum force?
C27H30IrNO